173
Properties=species:S:1:pos:R:3 method="wB97M-V/def2-TZVPD" gap_ha="0.3207 / 0.2782" multiplicity=4 homo_energy_ev="-7.033 / -7.147" charge=-1
Cl 0.746 0.785 -0.596
O -0.569 1.034 -0.226
O 1.446 0.964 0.614
O 0.912 -0.576 -1.018
O 1.147 1.762 -1.545
C 3.664 -1.390 3.034
C 4.519 -0.160 3.495
C 3.497 0.841 3.974
C 4.041 2.076 4.599
C 5.109 1.759 5.633
C 6.138 0.715 5.262
N 5.464 -0.464 4.589
O 6.316 -1.619 4.477
C 7.307 1.442 4.464
C 6.710 0.349 6.644
C 5.253 0.344 2.222
H 3.123 -1.208 2.105
H 2.766 -1.502 3.642
H 4.199 -2.336 2.951
H 2.769 1.129 3.216
H 3.001 0.393 4.835
H 3.297 2.750 5.023
H 4.410 2.722 3.803
H 4.528 1.403 6.483
H 5.552 2.651 6.076
H 6.879 2.265 3.891
H 8.141 1.724 5.107
H 7.712 0.687 3.791
H 6.055 -0.169 7.344
H 7.644 -0.214 6.634
H 7.072 1.319 6.983
H 6.284 0.698 2.232
H 4.740 1.180 1.748
H 5.376 -0.483 1.522
C -0.970 -4.585 -4.277
C -0.492 -5.314 -2.956
C -0.348 -4.247 -1.886
C -1.611 -3.836 -1.206
C -2.594 -4.926 -0.851
C -2.795 -5.955 -1.935
N -1.459 -6.377 -2.474
O -1.582 -7.610 -3.228
C -3.514 -7.055 -1.058
C -3.850 -5.458 -2.973
C 0.903 -5.914 -3.210
H -1.622 -3.734 -4.082
H -1.504 -5.250 -4.956
H -0.160 -4.164 -4.873
H 0.494 -4.383 -1.207
H -0.109 -3.270 -2.307
H -2.051 -2.941 -1.646
H -1.350 -3.515 -0.198
H -3.522 -4.354 -0.879
H -2.414 -5.212 0.185
H -2.838 -7.505 -0.331
H -4.322 -6.617 -0.471
H -3.806 -7.748 -1.846
H -3.641 -4.551 -3.541
H -3.757 -6.033 -3.893
H -4.884 -5.457 -2.625
H 0.818 -6.836 -3.785
H 1.286 -6.322 -2.275
H 1.575 -5.177 -3.649
C -5.325 3.556 -2.586
C -4.500 3.432 -1.294
C -3.842 4.778 -0.959
C -4.495 5.509 0.189
C -5.976 5.195 0.243
C -6.436 3.694 0.383
N -5.294 2.868 -0.178
O -5.615 1.403 -0.395
C -6.638 3.451 1.937
C -7.844 3.543 -0.296
C -3.278 2.489 -1.619
H -6.003 4.408 -2.629
H -6.024 2.720 -2.572
H -4.685 3.358 -3.446
H -2.764 4.786 -0.800
H -3.801 5.435 -1.827
H -4.463 6.573 -0.049
H -4.034 5.116 1.095
H -6.392 5.743 -0.602
H -6.297 5.757 1.120
H -7.450 4.051 2.347
H -6.695 2.415 2.273
H -5.827 3.883 2.522
H -8.126 2.502 -0.460
H -8.675 3.790 0.365
H -8.072 4.140 -1.178
H -2.452 2.944 -2.167
H -3.628 1.710 -2.297
H -2.810 2.191 -0.681
O 0.263 4.949 3.712
C -0.041 4.142 2.891
N 0.002 2.818 3.237
C -0.392 4.590 1.516
H 0.072 2.084 2.546
H 0.086 2.372 4.139
H -0.654 3.676 0.982
H 0.538 5.033 1.160
H -1.213 5.307 1.521
O 0.190 -1.149 3.362
C 0.008 -2.107 2.620
N -0.754 -1.956 1.564
C 0.662 -3.420 2.820
H -1.052 -1.038 1.265
H -0.989 -2.618 0.838
H 1.645 -3.122 2.456
H 0.218 -4.160 2.154
H 0.724 -3.772 3.850
O -0.883 1.697 6.968
C -0.924 1.174 5.902
N 0.103 0.490 5.434
C -2.286 1.166 5.083
H 0.999 0.454 5.901
H -0.166 -0.188 4.737
H -2.618 2.203 5.044
H -3.082 0.609 5.576
H -2.162 0.791 4.067
O -3.694 -1.476 3.272
C -4.481 -0.681 2.877
N -4.119 0.534 2.271
C -5.970 -0.964 3.114
H -4.636 0.999 1.539
H -3.179 0.819 2.505
H -6.526 -0.640 2.235
H -6.360 -0.461 3.999
H -6.125 -2.017 3.348
O 5.145 -4.586 0.477
C 5.039 -3.498 -0.044
N 5.991 -2.772 -0.483
C 3.634 -2.890 -0.229
H 5.767 -1.816 -0.719
H 6.927 -3.054 -0.229
H 3.618 -1.801 -0.206
H 3.029 -3.230 0.612
H 3.294 -3.309 -1.176
O -2.526 -2.908 -7.099
C -2.157 -1.756 -7.342
N -2.488 -1.410 -8.550
C -1.186 -0.928 -6.492
H -3.108 -2.055 -9.019
H -1.846 -0.859 -9.102
H -1.412 0.136 -6.414
H -0.153 -1.076 -6.806
H -1.207 -1.315 -5.473
O 5.053 -0.373 -2.723
C 5.361 0.626 -3.291
N 6.257 0.709 -4.233
C 4.768 1.954 -2.913
H 6.586 -0.155 -4.638
H 6.269 1.515 -4.842
H 4.726 2.006 -1.825
H 3.696 1.945 -3.108
H 5.249 2.807 -3.393
O 1.826 -2.918 -6.103
C 2.554 -2.282 -5.377
N 3.834 -1.920 -5.650
C 2.132 -1.860 -3.962
H 4.131 -2.128 -6.592
H 4.249 -1.352 -4.925
H 2.235 -2.577 -3.147
H 1.118 -1.463 -3.976
H 2.838 -1.179 -3.488
O 2.001 7.345 -1.389
C 1.450 6.228 -1.472
N 2.075 5.172 -0.998
C 0.207 5.924 -2.197
H 3.042 5.218 -0.712
H 1.668 4.263 -1.167
H -0.272 5.002 -1.866
H 0.305 5.914 -3.283
H -0.609 6.607 -1.960

***

23
Properties=species:S:1:pos:R:3 method="wB97M-V/def2-TZVPD" gap_ha=0.3683 smiles=Cc1ccccc1.CC homo_energy_ev=-8.990 relative_energy_kj_mol=103.7
C -2.673 -0.846 -1.267
C -1.499 0.089 -1.030
C -1.804 1.325 -0.403
C -0.778 2.258 -0.132
C 0.520 1.960 -0.509
C 0.902 0.732 -1.099
C -0.184 -0.132 -1.365
H -2.324 -1.732 -1.883
H -3.416 -0.288 -1.887
H -3.149 -1.159 -0.315
H -2.822 1.599 -0.136
H -1.113 3.182 0.232
H 1.309 2.690 -0.330
H 1.923 0.585 -1.285
H 0.051 -1.098 -1.955
C 2.018 -0.805 2.344
C 1.679 -1.515 1.044
H 1.372 -0.999 3.143
H 3.014 -0.884 2.722
H 1.856 0.253 2.133
H 2.327 -2.456 0.822
H 2.133 -0.936 0.193
H 0.659 -1.824 0.963

***

20
Properties=species:S:1:pos:R:3 method="wB97M-V/def2-TZVPD" gap_ha="0.2094 / 0.2447" multiplicity=3 homo_energy_ev="-8.551 / -15.761" charge=+1 relative_energy_kj_mol=421.7
C -0.384 -1.200 -0.361
C -1.799 -0.878 0.110
C -1.897 0.406 0.770
C 0.441 0.126 -0.086
C 0.948 0.663 -1.371
C 1.788 -0.341 0.726
N -0.328 1.056 0.665
O -2.397 0.267 -0.475
H -0.022 -1.968 0.328
H -0.391 -1.311 -1.402
H -2.542 -1.743 0.297
H -2.579 0.662 1.748
H 0.206 1.085 -2.073
H 1.427 -0.141 -1.971
H 1.577 1.505 -1.370
H 2.667 0.319 0.519
H 2.200 -1.252 0.235
H 1.603 -0.443 1.831
H -0.526 1.948 0.197
H 0.008 1.240 1.682

***

26
Properties=species:S:1:pos:R:3 method="wB97M-V/def2-TZVPD" gap_ha="0.1654 / 0.1340" homo_energy_ev="-11.040 / -10.579" charge=+1 relative_energy_kj_mol=727.4
C -2.971 0.064 0.352
C 0.675 -0.580 0.627
C 2.512 1.569 2.433
C -0.601 -0.467 -1.280
C 1.851 -0.060 -1.537
C -4.619 -0.901 -1.732
C 2.897 0.247 1.656
N 0.682 -0.343 -0.656
N 1.615 -0.486 1.482
P -4.540 -0.454 0.094
H -2.227 0.457 1.020
H 1.758 1.184 3.105
H 3.286 1.997 2.990
H 2.038 2.293 1.760
H -1.647 -0.571 -0.582
H -0.890 0.525 -1.771
H -0.697 -1.358 -2.022
H 2.751 -0.665 -1.231
H 1.647 -0.198 -2.586
H 2.077 0.996 -1.373
H -4.928 -1.903 -1.918
H -5.280 -0.148 -2.242
H -3.633 -0.612 -2.116
H 3.540 -0.261 2.404
H 3.376 0.435 0.715
H 1.326 -0.760 2.407

***

60
Properties=species:S:1:pos:R:3 method="wB97M-V/def2-TZVPD" gap_ha="0.2156 / 0.2672" multiplicity=2 homo_energy_ev="-7.061 / -8.494"
Ti 0.152 0.119 -0.127
C 3.983 1.808 -1.249
C 4.703 2.010 -0.072
C 4.081 1.725 1.111
C 2.757 1.236 1.138
N 2.059 1.010 -0.016
C 2.704 1.326 -1.170
N 2.257 1.053 2.388
C 1.119 0.526 2.673
N 0.211 -0.065 1.814
C -0.849 -0.504 2.587
N -1.937 -1.076 2.212
C -2.218 -1.479 0.946
C -3.478 -2.093 0.793
C -3.843 -2.656 -0.398
C -2.914 -2.640 -1.436
C -1.717 -2.001 -1.244
N -1.351 -1.367 -0.102
C -0.585 -0.223 3.997
C -1.293 -0.522 5.149
C -0.748 -0.117 6.357
C 0.466 0.571 6.408
C 1.176 0.859 5.253
C 0.636 0.440 4.049
H 4.409 2.031 -2.216
H 5.714 2.395 -0.097
H 4.561 1.871 2.067
H 2.157 1.178 -2.081
H -4.116 -2.100 1.664
H -4.814 -3.114 -0.528
H -3.123 -3.101 -2.390
H -1.020 -1.986 -2.057
H -2.233 -1.054 5.091
H -1.274 -0.330 7.279
H 0.857 0.878 7.369
H 2.119 1.388 5.277
C 4.392 -4.908 -0.263
C 3.471 -3.932 -0.942
C 2.685 -3.061 -0.198
C 1.853 -2.147 -0.825
C 1.815 -2.073 -2.209
C 2.573 -2.960 -2.963
C 3.386 -3.884 -2.333
S 0.921 -0.849 -3.171
O -0.047 -1.551 -3.979
O 1.917 -0.101 -3.902
N 0.205 0.053 -2.040
C -0.684 1.079 -2.606
C -1.490 1.726 -1.473
O -2.509 2.334 -1.679
O -0.944 1.556 -0.280
H 4.588 -4.612 0.766
H 5.342 -4.966 -0.795
H 3.957 -5.909 -0.252
H 2.720 -3.097 0.884
H 1.236 -1.509 -0.209
H 2.519 -2.898 -4.042
H 3.973 -4.570 -2.930
H -1.363 0.662 -3.353
H -0.110 1.878 -3.093

***

9
Properties=species:S:1:pos:R:3 method="wB97M-V/def2-TZVPD" gap_ha="0.2883 / 0.2877" homo_energy_ev="-11.561 / -11.556" relative_energy_kj_mol=306.0
C -0.130 -0.832 -1.001
N -1.421 -0.951 -1.234
N 0.072 -0.013 0.079
N -1.969 -0.367 -0.278
N -1.151 0.183 0.557
N 1.260 0.401 0.723
O 1.505 1.547 0.608
O 1.865 -0.494 1.274
Br 1.990 -1.002 -2.537

***

9
Properties=species:S:1:pos:R:3 method="wB97M-V/def2-TZVPD" gap_ha=0.2778 smiles="[H]/P=C1/CSSS1" homo_energy_ev=-8.245 relative_energy_kj_mol=0.0
H -2.337 -1.701 1.273
P -1.343 -1.832 0.203
C -0.337 -0.322 0.316
C 0.653 -0.028 -0.826
S 0.844 1.687 -1.186
S 1.173 2.079 0.886
S -0.456 1.000 1.498
H 1.509 -0.440 -0.390
H 0.294 -0.445 -1.774

***

33
Properties=species:S:1:pos:R:3 method="wB97M-V/def2-TZVPD" gap_ha=0.3237 smiles="O=C(CCC(=O)c1cccs1)Nc1nnc(C2CC2)s1" homo_energy_ev=-8.707 relative_energy_kj_mol=121.1
O -1.218 -2.905 1.046
C -0.464 -2.163 0.462
C -0.733 -1.606 -0.913
C -2.207 -1.214 -0.989
C -2.512 -0.201 0.100
O -1.669 0.162 0.895
C -3.879 0.294 0.148
C -4.967 -0.015 -0.632
C -6.126 0.675 -0.248
C -5.909 1.501 0.817
S -4.295 1.452 1.373
N 0.726 -1.821 1.077
C 1.731 -0.998 0.678
N 1.923 -0.503 -0.495
N 3.007 0.254 -0.591
C 3.692 0.360 0.488
C 4.926 1.120 0.635
C 5.094 2.389 -0.166
C 5.879 1.180 -0.535
S 2.989 -0.538 1.837
H -0.510 -2.382 -1.647
H -0.090 -0.750 -1.104
H -2.451 -0.794 -1.965
H -2.836 -2.090 -0.815
H -4.937 -0.715 -1.448
H -7.079 0.567 -0.735
H -6.619 2.138 1.307
H 0.794 -2.168 2.027
H 5.346 1.088 1.631
H 4.273 2.669 -0.805
H 5.598 3.215 0.312
H 5.588 0.644 -1.424
H 6.936 1.154 -0.318

***

22
Properties=species:S:1:pos:R:3 method="wB97M-V/def2-TZVPD" gap_ha=0.3216 homo_energy_ev=-7.806 relative_energy_kj_mol=234.9
C 0.361 3.189 0.955
C -0.388 2.305 0.313
C 0.268 0.928 -0.356
N 1.596 1.022 -0.669
C -0.521 -0.065 -0.044
C -1.911 -0.208 0.459
C 0.169 -1.551 -0.659
N 1.558 -1.707 -0.221
N -0.711 -2.653 -0.328
H 1.393 2.985 1.204
H -0.028 4.145 1.282
H -1.422 2.521 0.077
H 2.012 0.120 -0.891
H 1.827 1.789 -1.283
H -1.925 -0.295 1.548
H -2.520 0.650 0.183
H -2.359 -1.103 0.031
H 0.191 -1.481 -1.755
H 1.961 -2.581 -0.553
H 1.614 -1.696 0.792
H -0.755 -2.793 0.676
H -0.408 -3.521 -0.761